# 1
Below is C4H5NO2 in the gas phase, with properties calculated with the ωB97M-V functional and the def2-TZVPD basis.

```
12
Properties=species:S:1:pos:R:3:lowdin_charge:R:1
N -0.1740 0.7235 1.2709 0.01
H -0.1574 -1.6232 1.7365 0.13
C 1.4975 0.1292 -1.3550 -0.14
C -0.0657 0.1115 -1.2994 -0.23
H -1.7211 -0.6238 2.1836 0.14
O -0.7901 -0.1970 -2.2575 0.07
C -0.8396 0.2332 0.1472 -0.23
H -1.9535 0.4693 -0.1293 0.16
O 2.4305 0.0994 -0.5405 0.05
H 1.7976 0.4013 -2.4823 0.15
H 0.7033 0.8895 1.2730 0.01
C -0.7274 -0.6129 1.4529 -0.12
```

## Properties
- Orbital gap: 0.29140 hartree
- Highest occupied orbital energy: -0.3404 Eh
- E_tot: -9809.5207 eV
- ΔE to the lowest compared entry with this formula, charge and spin: 4.794 eV
- Molar mass: 99.09 g mol⁻¹
- Structure (SMILES): O=CC(=O)[C@H]1CN1
- Multiplicity: 1

***

# 2
Below is C4H5NO2 in the gas phase, with properties calculated with the ωB97M-V functional and the def2-TZVPD basis.

```
12
Properties=species:S:1:pos:R:3:lowdin_charge:R:1
H 1.3108 0.8903 1.2296 0.15
C 0.6805 0.5092 0.4267 -0.20
C 1.4293 -0.3088 -0.6056 -0.21
O 1.9863 -1.3385 -0.3152 0.08
H -0.7229 -2.0509 0.7432 0.14
C -1.1533 -1.1461 0.2836 -0.31
H 1.4358 0.0731 -1.6468 0.13
O -2.0098 -1.1685 -0.5657 0.07
H -0.8426 2.1437 0.5573 0.11
H -0.9170 1.1406 -0.9872 0.12
C -0.5668 1.2279 0.0409 -0.07
N -0.6304 0.0280 0.8392 -0.01
```

## Properties
- Orbital gap: 0.38269 hartree
- Highest occupied orbital energy: -0.3706 Eh
- E_tot: -9812.2069 eV
- ΔE to the lowest compared entry with this formula, charge and spin: 2.108 eV
- Molar mass: 99.09 g mol⁻¹
- Structure (SMILES): O=C[C@H]1CN1C=O
- Multiplicity: 1

***

# 3
Below is C4H5NO2 in the gas phase, with properties calculated with the ωB97M-V functional and the def2-TZVPD basis.

```
12
Properties=species:S:1:pos:R:3:lowdin_charge:R:1
H -1.1078 1.8320 0.8816 0.03
H -2.0521 1.8789 -0.7996 0.08
O 1.6452 -0.6536 1.9843 0.05
H -0.9013 0.1847 -1.6967 0.13
C -1.3434 1.4362 -0.0571 0.02
N 0.3017 -0.4123 -0.0327 -0.03
C 0.6938 -0.2260 1.3434 -0.23
C 0.9623 -1.4071 -0.7617 -0.28
H 1.8576 -1.8269 -0.2016 0.16
O 0.7150 -1.6655 -1.9023 0.07
H -0.1341 0.3766 1.9011 0.15
C -0.6368 0.4833 -0.6587 -0.14
```

## Properties
- Orbital gap: 0.38153 hartree
- Highest occupied orbital energy: -0.3620 Eh
- E_tot: -9812.9141 eV
- ΔE to the lowest compared entry with this formula, charge and spin: 1.401 eV
- Molar mass: 99.09 g mol⁻¹
- Structure (SMILES): C=CN(C=O)C=O
- Multiplicity: 1

***

# 4
Below is C4H5NO2 in the gas phase, with properties calculated with the ωB97M-V functional and the def2-TZVPD basis.

```
12
Properties=species:S:1:pos:R:3:lowdin_charge:R:1
H -2.2141 0.4817 -0.8374 0.08
C 1.8040 -0.0820 0.7553 -0.53
O 2.6047 -0.4847 1.5548 0.12
H -2.0148 -1.0131 0.0862 0.08
C 0.2645 1.3143 0.0405 -0.05
C -1.5493 -0.3710 -0.6737 -0.03
N 0.8709 -0.7888 0.0140 0.16
H -1.5171 -0.9413 -1.6085 0.08
H -0.2743 2.2317 0.2408 0.13
H 0.6891 -1.7445 0.2786 0.16
O 1.5779 1.2407 0.4863 0.08
C -0.1944 0.0964 -0.2563 -0.29
```

## Properties
- Orbital gap: 0.34876 hartree
- Highest occupied orbital energy: -0.3226 Eh
- E_tot: -9813.9928 eV
- ΔE to the lowest compared entry with this formula, charge and spin: 0.322 eV
- Molar mass: 99.09 g mol⁻¹
- Structure (SMILES): Cc1coc(=O)[nH]1
- Multiplicity: 1

***

# 5
Below is a molecular structure, C4H5NO2, with properties calculated with the ωB97M-V functional and the def2-TZVPD basis.

```
12
Properties=species:S:1:pos:R:3:lowdin_charge:R:1
O -0.4993 0.0995 -1.5655 0.08
H -1.3312 0.2222 1.8794 0.07
C 0.0553 -0.1345 0.4712 -0.38
O -1.7669 -1.5600 -0.5015 0.17
N -0.7073 0.7397 1.2858 0.11
C -0.9572 -0.6873 -0.4983 -0.46
C 0.5911 0.5742 -0.7743 -0.19
C 1.4407 -0.3756 -0.0068 0.02
H 0.8111 1.6355 -0.8225 0.16
H 2.2521 0.1129 0.5246 0.12
H -1.5364 0.7419 0.3905 0.19
H 1.6479 -1.3686 -0.3826 0.12
```

## Properties
- Orbital gap: 0.37949 hartree
- Highest occupied orbital energy: -0.3542 Eh
- E_tot: -9809.8681 eV
- ΔE to the lowest compared entry with this formula, charge and spin: 4.447 eV
- Molar mass: 99.09 g mol⁻¹
- Multiplicity: 1

***

# 6
Below is 2 unconnected molecules or ions with the total composition C4H5NO2, with properties calculated with the ωB97M-V functional and the def2-TZVPD basis.

```
12
Properties=species:S:1:pos:R:3:lowdin_charge:R:1
C -2.5143 -0.4073 0.3489 -0.01
O 1.6141 -0.8925 -0.1307 -0.08
C 0.3073 -0.9255 -0.1787 -0.15
H 1.0453 2.1152 0.1430 0.05
C 1.0435 1.1449 0.2534 0.04
N 2.0841 0.2602 0.2297 0.03
O -1.5703 0.7846 -0.4439 -0.17
H 0.2632 -2.0236 -0.0581 0.15
H -2.8651 -1.2411 -0.5107 0.11
C -0.2345 0.3505 -0.2288 -0.26
H -1.4087 -0.7229 1.3320 0.21
H -3.5856 -0.0615 0.9136 0.10
```

## Properties
- Orbital gap: 0.36176 hartree
- Highest occupied orbital energy: -0.3425 Eh
- E_tot: -9806.1755 eV
- ΔE to the lowest compared entry with this formula, charge and spin: 8.139 eV
- Molar mass: 99.09 g mol⁻¹
- Multiplicity: 1

***

Question: Which value of E_tot does entry 1 give?
Answer: -9809.5207 eV